Entry 1:
Below is a 2-piece molecular cluster, C14H29BN6O6 overall at a distorted geometry, with properties calculated with ωB97M-V/def2-TZVPD.

Values from the calculation:
- E_LUMO: -1.38 eV
- 2S+1: 1
- Kohn-Sham gap: 2.827 eV
- Relative energy (zero: lowest compared OMol25 entry of this formula, charge and spin): 0.0 kcal per mole
- Total charge: 0
- E_tot: -36884.3241 eV
- Strongest force on any atom: 0.044 Eh/bohr

The geometry in XYZ format:
```
56
Properties=species:S:1:pos:R:3:mulliken_charge:R:1
C -3.61 2.90 -1.67 -1.2565
C -2.09 2.89 -1.90 -0.2840
N -1.43 2.30 -0.71 -0.3003
C -0.13 1.71 -0.97 2.2025
N 0.55 2.58 -1.98 -0.9391
C 1.07 3.60 -1.52 0.6166
O 1.41 4.62 -1.10 -0.4317
C -0.28 0.32 -1.63 -2.9132
C 0.77 -0.71 -1.18 2.1380
C 1.20 -1.49 -2.45 -1.2216
O 0.05 -1.97 -3.09 -0.1987
O 0.36 -3.28 -3.57 -0.4775
C 0.10 -1.73 -0.24 -1.6042
C 1.08 -2.67 0.46 0.2759
O 2.21 -2.80 0.07 -0.5516
N 0.65 -3.43 1.58 -0.0421
C -0.80 -3.43 1.78 -0.9162
C 1.35 -2.97 2.79 -0.8957
N 1.99 -0.12 -0.62 -0.3077
C 1.82 0.94 0.19 -0.1868
N 2.83 1.24 0.99 -0.2514
N 0.72 1.75 0.25 -0.0273
B -0.07 1.68 1.54 0.1669
O -1.12 0.81 1.70 -0.6388
C 0.35 2.63 2.75 -0.0948
C -0.28 2.17 4.10 -1.2743
H -3.96 1.98 -1.20 0.3946
H -3.94 3.79 -1.12 0.2956
H -4.09 2.94 -2.65 0.3978
H -1.80 3.93 -2.04 0.2295
H -1.91 2.31 -2.81 0.3446
H -2.07 1.57 -0.42 0.3108
H -1.27 -0.11 -1.50 0.2913
H -0.18 0.47 -2.70 0.7878
H 1.66 -0.74 -3.12 0.6491
H 1.95 -2.24 -2.25 0.4045
H -0.20 -3.93 -3.09 0.3293
H -0.60 -2.33 -0.82 0.7256
H -0.50 -1.22 0.52 0.4374
H -1.33 -3.69 0.87 0.3513
H -1.15 -2.43 2.08 0.2763
H -1.08 -4.11 2.59 0.3905
H 1.26 -1.88 2.92 0.1542
H 0.99 -3.51 3.65 0.3889
H 2.41 -3.21 2.68 0.3150
H 2.70 0.03 -1.33 0.4941
H 3.63 0.62 1.07 0.3161
H 2.89 2.11 1.48 0.2870
H -1.98 1.25 1.75 0.3135
H -0.03 3.63 2.54 0.2908
H 1.43 2.64 2.90 0.1482
H 0.40 2.46 4.91 0.3771
H -1.22 2.69 4.30 0.3573
H -0.39 1.09 4.16 0.2281
O -0.33 -6.26 -4.32 -1.0825
H 0.02 -5.41 -4.62 0.2098
```

=====

Entry 2:
Below is C14H29CeN6OPSi as an isolated structure at a distorted geometry, with properties calculated with ωB97M-V/def2-TZVPD.

Values from the calculation:
- E_LUMO: 0.01 eV
- 2S+1: 1
- Kohn-Sham gap: 6.184 eV
- Total charge: 0
- E_tot: -56066.8451 eV
- Strongest force on any atom: 0.070 Eh/bohr

The geometry in XYZ format:
```
53
Properties=species:S:1:pos:R:3:mulliken_charge:R:1
Ce 0.26 -0.10 0.12 0.3151
Si -2.25 0.57 1.30 0.7295
P -1.30 0.50 -2.27 0.7383
N 0.61 1.85 0.08 -0.1057
H 0.14 -3.66 0.71 0.2830
C -0.39 0.07 -3.76 -1.2943
H -1.00 0.38 -4.61 0.4210
H -0.19 -1.00 -3.79 0.3453
H 0.58 0.60 -3.78 0.2894
C -2.86 -0.37 -2.35 -1.0103
H -3.29 -0.15 -3.33 0.4519
H -3.53 -0.04 -1.55 0.2098
H -2.71 -1.46 -2.24 0.1933
C -1.64 2.27 -2.34 -1.1250
H -2.26 2.42 -3.22 0.4623
H -0.70 2.83 -2.43 0.2915
H -2.15 2.60 -1.43 0.2072
C -3.19 -1.05 1.54 -1.1817
H -2.59 -1.86 1.98 0.2861
H -3.59 -1.39 0.57 0.2778
H -4.02 -0.79 2.22 0.3893
H -1.89 1.11 2.68 -0.2896
H -3.07 1.61 0.61 -0.2739
C 1.01 3.11 0.24 0.1516
C 2.70 4.74 -0.10 -0.4475
C 2.30 3.44 -0.25 -0.4522
C 0.13 4.03 0.86 -0.1306
C 0.58 5.31 0.98 -0.4531
C 1.85 5.67 0.51 -0.5655
H 3.68 5.01 -0.46 0.3620
H 2.89 2.63 -0.71 0.2972
H -0.85 3.64 1.19 0.2190
H -0.08 6.03 1.45 0.3707
H 2.18 6.69 0.62 0.3618
C -0.05 -3.43 -0.35 0.6515
O -0.09 -2.02 -0.36 -0.3701
C 1.12 -3.81 -1.21 -1.4325
H 0.84 -4.70 -1.76 0.4406
H 1.99 -4.02 -0.58 0.3151
H 1.40 -3.03 -1.92 0.2383
C -1.42 -3.89 -0.76 -1.3020
H -1.42 -4.03 -1.84 0.4102
H -2.22 -3.19 -0.51 0.1290
H -1.60 -4.84 -0.27 0.3958
N 2.90 -0.34 4.87 -0.6421
N 1.80 -0.44 4.09 1.2330
N 0.65 -0.96 4.60 -0.9022
C -0.13 -0.94 3.52 -0.1646
N 0.48 -0.42 2.43 0.2836
N 1.77 -0.10 2.82 -0.4613
H 3.75 0.01 4.46 0.2446
H 2.87 -0.65 5.82 0.2544
H -1.17 -1.25 3.47 0.3549
```

=====

Entry 3:
Below is C14H29Cl8NO4 as an isolated structure at a distorted geometry, with properties calculated with ωB97M-V/def2-TZVPD.

Values from the calculation:
- E_LUMO: 0.02 eV
- 2S+1: 1
- Kohn-Sham gap: 7.522 eV
- Relative energy (zero: lowest compared OMol25 entry of this formula, charge and spin): 285.5 kcal per mole
- Total charge: 0
- E_tot: -124832.7213 eV
- Strongest force on any atom: 0.113 Eh/bohr

The geometry in XYZ format:
```
56
Properties=species:S:1:pos:R:3:mulliken_charge:R:1
N 18.84 13.38 11.01 0.0373
C 17.80 13.14 11.89 -0.7636
C 17.03 14.27 11.91 -1.1243
C 17.71 15.22 11.07 1.5673
C 18.87 14.65 10.52 -0.6719
H 19.53 12.71 10.70 0.2142
H 17.56 12.15 12.26 0.3961
H 16.04 14.38 12.32 0.4579
H 17.34 16.19 10.78 -0.2451
H 19.57 14.99 9.78 0.0081
C 16.28 19.15 12.33 0.5594
Cl 15.88 20.21 13.68 -0.1262
Cl 16.47 17.47 12.84 -0.0410
Cl 15.06 19.32 11.13 -0.1498
Cl 17.80 19.76 11.66 0.0877
C 21.01 18.74 10.90 0.7550
Cl 19.60 17.78 11.62 0.0828
Cl 20.35 20.20 10.13 -0.1573
Cl 22.11 19.20 12.19 -0.1039
Cl 21.92 17.72 9.81 -0.1518
C 14.48 17.28 9.53 -0.3063
C 14.36 15.71 9.44 -0.0241
O 14.78 15.38 8.09 -0.5566
H 13.84 17.87 8.88 0.4060
H 15.50 17.55 9.25 -0.3736
H 14.43 17.69 10.54 0.3773
H 13.38 15.30 9.67 0.4079
H 14.89 15.21 10.24 -0.1062
H 15.11 14.48 8.03 0.2973
C 21.00 16.65 7.42 -1.3894
C 20.28 15.76 8.51 -0.5285
O 18.88 15.95 8.42 -0.7891
H 22.08 16.48 7.41 0.2923
H 20.75 17.71 7.45 0.4096
H 20.66 16.30 6.45 0.3774
H 20.50 15.95 9.56 0.2462
H 20.63 14.73 8.43 0.6221
H 18.65 16.86 8.61 0.5823
C 17.02 18.15 9.23 -2.6111
C 18.39 18.87 9.35 1.1344
O 19.42 18.02 8.87 0.1620
H 16.95 17.40 10.01 0.2907
H 16.89 17.60 8.30 0.4580
H 16.20 18.82 9.49 0.9800
H 18.63 19.25 10.34 -1.2017
H 18.22 19.73 8.69 0.2887
H 20.16 18.50 8.48 -0.3678
C 22.52 20.00 8.42 -1.3637
C 21.57 20.12 7.24 -0.3262
O 20.49 19.22 7.44 -0.4008
H 22.06 20.45 9.30 0.5162
H 23.31 20.72 8.21 0.4723
H 22.96 19.03 8.66 0.3386
H 21.98 19.89 6.26 0.3945
H 21.24 21.16 7.19 0.2952
H 20.02 19.09 6.61 0.3651
```